(1)
A cluster of 2 separate species, C2H10NO in total, computed with ωB97M-V/def2-TZVPD.

The geometry in XYZ format:
```
14
Properties=species:S:1:pos:R:3
N 1.61451 0.68676 -1.04224
H 1.18547 1.36844 -0.46793
H 0.89670 -0.00761 -1.42903
H 2.33115 0.31463 -0.37502
H 2.21655 1.02162 -1.87746
C -0.67678 -0.87583 0.44024
O -1.36241 -1.25283 -0.81342
C -0.76962 0.50435 1.04479
H 0.29783 -1.33525 0.39073
H -1.17074 -1.63999 1.11368
H -2.33554 -1.24648 -0.77565
H -1.75061 0.99795 1.24694
H -0.11872 1.07380 0.49231
H -0.35777 0.39046 2.05206
```

Values from the calculation:
charge: +1
orbital gap: 9.892 eV

natural (NBO) atomic charge list, values in e, 4 entries: N -0.90; H 0.45; H 0.49; H 0.46

---

(2)
A cluster of 2 separate species, C2H10NO in total, computed with ωB97M-V/def2-TZVPD.

The geometry in XYZ format:
```
14
Properties=species:S:1:pos:R:3
C 0.67980 0.75706 2.10447
N -0.02967 -0.55513 1.63369
H 0.65082 -1.33218 1.74080
H -0.84186 -0.82710 2.14902
H -0.44381 -0.29189 0.63271
H 1.30509 0.58499 2.94742
H 0.05009 1.54382 2.31975
H 1.22897 1.08476 1.07339
C 0.10819 0.24678 -2.25915
O -0.76080 -0.41526 -1.48473
H -1.42479 -1.02020 -1.90747
H -0.32859 0.80251 -3.10620
H 0.66389 1.01337 -1.64198
H 0.70636 -0.37317 -2.83742
```

Values from the calculation:
charge: +1
orbital gap: 10.402 eV

natural (NBO) atomic charge list, values in e, 4 entries: C -0.40; N -0.72; H 0.45; H 0.43

---

Order of stability, best first: (2), (1)

---

(1)
The molecule C7H9NOS, computed with ωB97M-V/def2-TZVPD.

The geometry in XYZ format:
```
19
Properties=species:S:1:pos:R:3
C 2.15050 0.32576 0.17830
C 1.28324 -0.59311 -0.62680
N 1.77703 -1.38789 -1.62594
C 0.83719 -2.05934 -2.15039
S -0.78472 -1.70832 -1.55977
C -0.06681 -0.58775 -0.42647
C -0.91246 0.05912 0.71608
O -0.96551 -0.59238 1.98625
C -2.16567 0.75934 0.33191
C -0.98075 1.58090 0.68346
H 3.23155 0.01859 0.15248
H 2.25592 1.32774 -0.24618
H 1.78299 0.64322 1.10771
H 0.81992 -2.84278 -2.95984
H -1.77814 -0.38137 2.51895
H -2.85075 0.61939 1.07709
H -2.40006 0.59411 -0.67256
H -0.37575 2.13541 -0.09867
H -0.85771 2.08937 1.61439
```

Values from the calculation:
structure (SMILES): Cc1ncsc1C1(O)CC1
charge: 0
orbital gap: 9.675 eV

natural (NBO) atomic charge list, values in e, 4 entries: C -0.65; C 0.14; N -0.43; C -0.09

---

(2)
The molecule C7H9NOS, computed with ωB97M-V/def2-TZVPD.

The geometry in XYZ format:
```
19
Properties=species:S:1:pos:R:3
C -0.83930 1.68206 -1.16241
C -1.43280 0.54425 -0.41849
N -2.68531 0.34446 -0.07138
O -2.81361 -0.87501 0.51047
C -1.61860 -1.44042 0.56523
C -0.70303 -0.56450 0.03451
C 0.87431 -0.62314 0.25357
C 1.24092 0.13050 1.54965
C 1.72979 -0.57415 -0.93774
S 1.65521 -2.21198 -0.15234
H -0.23900 2.16695 -0.47166
H -0.13930 1.27777 -1.84073
H -1.60343 2.40360 -1.43503
H -1.47129 -2.42631 0.80489
H 1.96429 0.95189 1.37557
H 1.78094 -0.65090 2.22341
H 0.34280 0.51416 2.02454
H 1.29536 -0.67927 -1.92426
H 2.66205 0.03004 -0.92782
```

Values from the calculation:
structure (SMILES): Cc1nocc1[C@]1(C)CS1
charge: 0
orbital gap: 9.667 eV

natural (NBO) atomic charge list, values in e, 4 entries: C -0.64; C 0.14; N -0.13; O -0.25

---

Order of stability, best first: (1), (2)

---

(1)
A cluster of 5 separate species, C2H13O4S in total, computed with ωB97M-V/def2-TZVPD.

The geometry in XYZ format:
```
20
Properties=species:S:1:pos:R:3
C -0.15158 2.15935 -1.03055
C 0.13829 2.25899 0.45415
S 0.97598 0.81646 1.30735
H -1.19785 1.94294 -1.29677
H 0.38638 1.35349 -1.54463
H 0.09193 3.05373 -1.61261
H -0.79490 2.36024 0.99935
H 0.83118 3.07728 0.65929
H -1.59408 0.38536 1.24175
H -2.48750 -0.38647 0.26305
O -2.36950 -0.20483 1.20812
H 0.35926 -1.18573 -2.03420
H -1.09258 -1.45503 -1.78954
O -0.43696 -1.50960 -2.49398
H 1.94729 -0.64379 -0.12863
H 2.07533 -0.11109 -1.49831
O 2.04808 -0.97001 -1.05877
H -0.24908 -2.37014 0.24662
H -1.34551 -1.92273 1.25151
O -1.00222 -2.68881 0.76377
```

Values from the calculation:
charge: -1
orbital gap: 7.202 eV

natural (NBO) atomic charge list, values in e, 4 entries: C -0.63; C -0.52; S -0.73; H 0.19

---

(2)
A cluster of 5 separate species, C2H13O4S in total, computed with ωB97M-V/def2-TZVPD.

The geometry in XYZ format:
```
20
Properties=species:S:1:pos:R:3
C -2.56813 0.24862 -0.55803
C -1.93744 1.65320 -0.61362
S -0.10309 1.72898 -0.37417
H -2.69867 -0.14425 0.47975
H -1.83009 -0.37913 -1.09975
H -3.42597 0.21019 -1.25993
H -2.29604 2.26296 0.21308
H -2.24362 2.08078 -1.62532
H 1.66814 -1.05591 -1.76786
H 1.09103 0.01596 -2.42302
O 1.85755 -0.54039 -2.58733
H -0.73453 -1.87343 1.46193
H -0.64096 -2.67949 2.76413
O -1.22721 -2.15512 2.28162
H 0.50374 0.28379 1.55113
H 0.88799 0.05174 3.11048
O 0.86748 -0.34471 2.19576
H 3.82007 -0.32599 -0.60388
H 4.57581 0.75762 -0.94181
O 4.43394 0.20457 -0.20316
```

Values from the calculation:
charge: -1
orbital gap: 6.729 eV

natural (NBO) atomic charge list, values in e, 4 entries: C -0.64; C -0.52; S -0.74; H 0.21

---

Order of stability, best first: (1), (2)